Below is a 2-piece molecular cluster, C2H12N4 overall at a distorted geometry, with properties calculated with wB97M-V/def2-TZVPD.

Each line ends with the Mulliken charge.
CARTESIAN COORDINATES (ANGSTROEM)
1 N -3.3427 0.3619 -0.2183  -0.586
2 C -2.0631 0.9761 -0.4119  -0.300
3 N -1.1914 0.2474 -1.3975  -0.581
4 H -3.8668 0.3804 -1.0781  0.220
5 H -3.8396 0.8624 0.5224  0.234
6 H -1.5405 0.9526 0.5643  0.308
7 H -2.0201 1.9942 -0.8180  0.266
8 H -1.8906 -0.1917 -2.0321  0.248
9 H -0.7293 -0.4779 -0.7428  0.189
10 N 3.3961 -0.2745 0.0980  -0.612
11 C 1.9883 -0.5819 0.2747  -0.170
12 N 1.6066 -0.5825 1.6474  -0.507
13 H 3.9508 -0.6237 0.8814  0.219
14 H 3.8040 -0.6107 -0.7596  0.204
15 H 1.7855 -1.6332 -0.1255  0.243
16 H 1.4297 -0.0251 -0.4794  0.226
17 H 0.7231 -1.0270 1.9126  0.199
18 H 1.8000 0.2531 2.1625  0.199

Summary:
Energy, hartree: -302.37237
SMILES: NCN.NCN
LUMO, hartree: 0.0360

Below is a 2-piece molecular cluster, C2H12N4O overall at a distorted geometry, with properties calculated with wB97M-V/def2-TZVPD.

Each line ends with the Mulliken charge.
CARTESIAN COORDINATES (ANGSTROEM)
1 N 0.9846 -0.6913 -1.0919  -0.719
2 C 1.2166 -0.2756 0.2565  0.371
3 N 2.6057 0.0899 0.4168  -0.603
4 N 0.3674 0.9565 0.5719  -0.568
5 N 0.8284 -1.3486 1.1277  -0.687
6 H -0.0062 -0.8612 -1.2341  0.312
7 H 1.3113 0.0112 -1.7443  0.285
8 H 3.1852 -0.5185 -0.1492  0.288
9 H 2.9014 -0.0286 1.3791  0.232
10 H 0.5407 1.2657 1.5226  0.213
11 H 0.6415 1.7172 -0.0418  0.203
12 H -0.0779 -1.7132 0.8512  0.292
13 H 0.7673 -1.0343 2.0900  0.269
14 C -2.8434 0.4609 -0.8638  -0.626
15 O -1.9530 -0.2895 -0.0830  -0.520
16 H -3.6919 -0.1781 -1.1074  0.228
17 H -2.3840 0.7965 -1.8008  0.265
18 H -3.2116 1.3427 -0.3260  0.253
19 H -1.1822 0.2983 0.2263  0.511

Summary:
Energy, hartree: -377.66062
SMILES: NC(N)(N)N.CO
LUMO, hartree: 0.0294

Below is C2H12N6 as an isolated structure at a distorted geometry, with properties calculated with wB97M-V/def2-TZVPD.

Each line ends with the Mulliken charge.
CARTESIAN COORDINATES (ANGSTROEM)
1 C 1.1907 0.3184 -0.8464  -0.743
2 C -0.7882 -0.1324 0.5721  -0.162
3 N 0.1073 0.7197 -0.0251  0.367
4 N 0.3384 2.0048 0.4891  -0.597
5 N 2.8456 -1.2106 0.1211  -0.315
6 N -3.5874 -0.4346 0.0595  -0.356
7 N 2.3190 0.0702 -0.0080  0.251
8 N -2.3623 -0.3252 -0.5084  -0.116
9 H 0.9590 -0.4965 -1.7132  0.439
10 H 1.4688 1.2664 -1.4285  0.388
11 H -0.5084 -1.2453 0.4788  0.211
12 H -1.2597 0.1912 1.5555  0.338
13 H 0.0957 2.1378 1.4908  0.257
14 H 0.2765 2.6960 -0.1861  0.226
15 H 3.4882 -1.5153 0.8097  0.289
16 H 2.2792 -1.9447 -0.2249  0.288
17 H -4.3538 0.1401 -0.4700  0.318
18 H -3.8754 -1.2449 0.6123  0.297
19 H 2.7829 0.8643 0.3576  0.332
20 H -2.2963 0.2651 -1.3615  0.292

Summary:
Net charge: +2
Energy, hartree: -411.08525
LUMO (spin up / spin down), hartree: -0.3164 / -0.3605

Below is a 3-piece molecular cluster, C2H12NO2S overall at a distorted geometry, with properties calculated with wB97M-V/def2-TZVPD.

Each line ends with the Mulliken charge.
CARTESIAN COORDINATES (ANGSTROEM)
1 C -0.7418 -0.7675 1.1465  -0.763
2 C -1.6674 -1.9813 1.2925  -1.048
3 S -1.1205 -3.5206 0.3111  -0.465
4 N -0.1367 -0.6832 -0.2090  -0.603
5 H -1.3384 0.1476 1.2123  0.500
6 H 0.0903 -0.8800 1.8342  0.305
7 H -2.0768 -2.1629 2.2778  0.518
8 H -2.5516 -1.8649 0.6815  0.409
9 H -1.4073 -4.4002 1.3422  0.180
10 H 0.8757 -0.3915 -0.2179  0.314
11 H -0.1432 -1.5793 -0.7095  0.034
12 H -0.4687 0.0704 -0.8790  0.741
13 H 1.9008 4.7662 -1.3608  0.336
14 H 1.3043 5.0017 0.0361  0.325
15 O 1.2312 4.4367 -0.7242  -0.707
16 H 2.8124 1.3205 -2.0406  0.351
17 H 1.4580 1.5837 -2.2342  0.339
18 O 1.9795 0.9046 -1.7590  -0.766

Summary:
2S+1: 2
Energy, hartree: -686.65644
LUMO (spin up / spin down), hartree: 0.0243 / 0.0185

Below is a 3-piece molecular cluster, C2H12NO2S overall at a distorted geometry, with properties calculated with wB97M-V/def2-TZVPD.

Each line ends with the Mulliken charge.
CARTESIAN COORDINATES (ANGSTROEM)
1 C 0.5389 -0.1340 -1.2583  -0.696
2 C -0.5847 -0.7246 -2.1407  -0.557
3 S -1.1010 -2.3774 -1.7061  0.313
4 N 0.0456 0.4258 0.0514  -0.250
5 H 0.9653 0.6695 -1.8344  0.389
6 H 1.2640 -0.8899 -0.9934  0.448
7 H -0.2316 -0.7487 -3.1801  0.474
8 H -1.4681 -0.0830 -2.1910  0.457
9 H -2.0636 -2.4973 -2.6548  0.334
10 H -0.3582 -0.2606 0.7268  0.359
11 H -0.5727 1.2274 -0.1061  0.374
12 H 0.8609 0.8895 0.5002  0.385
13 H 0.8390 2.2871 2.8688  0.325
14 H 1.7271 2.9260 1.8408  0.345
15 O 0.9087 2.4121 1.9129  -0.674
16 H -0.0030 -0.3830 3.1229  0.291
17 H -0.4740 -1.8207 2.6665  0.317
18 O -0.2923 -0.9183 2.3746  -0.636

Summary:
Net charge: +2
2S+1: 2
Energy, hartree: -686.11595
LUMO (spin up / spin down), hartree: -0.2893 / -0.4749

Below is a 3-piece molecular cluster, C2H12NO2S2 overall at a distorted geometry, with properties calculated with wB97M-V/def2-TZVPD.

Each line ends with the Mulliken charge.
CARTESIAN COORDINATES (ANGSTROEM)
1 N 1.0463 1.5503 -0.3661  -0.244
2 C 0.8950 0.7954 0.9438  -0.788
3 C 1.1090 -0.7113 0.7934  -0.544
4 S -0.2019 -1.5700 1.6660  0.253
5 S -1.3235 -2.6199 0.3595  0.101
6 H 0.8591 2.5168 -0.0628  0.344
7 H -0.7921 0.6142 -3.1875  0.326
8 H 1.9061 1.3004 -0.8486  0.352
9 H 0.1028 1.1052 1.6411  0.566
10 H 1.6638 1.2725 1.5603  0.445
11 H 1.2998 -1.1052 -0.2201  0.508
12 H 2.0072 -1.0435 1.3227  0.371
13 H -2.6054 -2.2738 0.6185  0.316
14 H 0.1487 5.2398 -1.8603  0.339
15 H -0.7734 4.0530 -1.8383  0.319
16 O -0.0264 4.4154 -1.3597  -0.632
17 H 0.5047 1.0720 -3.6995  0.319
18 H 0.2745 1.3275 -1.0098  0.304
19 O 0.1197 0.7220 -2.8984  -0.653

Summary:
Net charge: +2
2S+1: 2
Energy, hartree: -1084.30718
LUMO (spin up / spin down), hartree: -0.2991 / -0.4323

Below is a 4-piece molecular cluster, C2H12NO3 overall at a distorted geometry, with properties calculated with wB97M-V/def2-TZVPD.

Each line ends with the Mulliken charge.
CARTESIAN COORDINATES (ANGSTROEM)
1 C -0.5466 -2.0584 0.6898  -0.903
2 C 1.2954 -0.5728 0.9142  -0.261
3 N 0.3202 -0.9716 0.1848  0.211
4 H -1.4516 -1.9486 0.0870  0.295
5 H -0.1723 -3.0542 0.4730  0.340
6 H -0.7947 -1.9153 1.7574  0.383
7 H 1.7179 -1.1547 1.7195  0.350
8 H 1.6966 0.4017 0.6804  0.365
9 H 0.1242 -0.5600 -0.7418  0.285
10 H -1.1519 3.0191 1.3635  0.296
11 H -0.6394 1.7709 2.1449  0.315
12 O -0.8082 2.1254 1.2645  -0.627
13 H -0.0383 0.0154 -2.5220  0.311
14 H -1.3663 -0.5846 -2.9489  0.309
15 O -0.8490 -0.3780 -2.1626  -0.686
16 H 1.3432 2.3574 -1.4181  0.304
17 H 0.3175 1.9627 -0.4595  0.357
18 O 1.0033 1.5456 -1.0262  -0.644

Summary:
Net charge: +1
Energy, hartree: -363.60993
LUMO, hartree: -0.1668

Below is a 4-piece molecular cluster, C2H12NO3S overall at a distorted geometry, with properties calculated with wB97M-V/def2-TZVPD.

Each line ends with the Mulliken charge.
CARTESIAN COORDINATES (ANGSTROEM)
1 C 0.5771 2.3172 -0.3053  -0.622
2 C -0.4884 1.7631 -1.3106  -0.551
3 S -0.7902 -0.0261 -1.1332  -0.619
4 N 1.6544 1.4407 0.1106  -0.664
5 H -0.0631 2.5968 0.5428  0.290
6 H 1.0723 3.2115 -0.7112  0.352
7 H -0.1479 1.9722 -2.3278  0.262
8 H -1.4425 2.2961 -1.2317  0.249
9 H 1.9871 0.9833 -0.7368  0.271
10 H 1.2447 0.6903 0.6539  0.316
11 H 0.1784 -1.9691 -2.2945  0.293
12 H 0.7500 -2.7469 -1.0340  0.295
13 O 0.8283 -2.6268 -1.9723  -0.649
14 H -2.1121 0.0174 2.0413  0.287
15 H -0.8989 0.4004 1.2932  0.183
16 O -1.1800 0.1853 2.1837  -0.683
17 H -0.6322 -2.0615 3.0357  0.316
18 H 0.6801 -1.9118 2.2899  0.317
19 O 0.3075 -2.2871 3.0783  -0.643

Summary:
Net charge: -1
Energy, hartree: -762.10454
LUMO, hartree: 0.1339

Below is a 2-piece molecular cluster, C2H12NSi2 overall at a distorted geometry, with properties calculated with wB97M-V/def2-TZVPD.

Each line ends with the Mulliken charge.
CARTESIAN COORDINATES (ANGSTROEM)
1 C -0.2933 1.0014 0.2925  -0.569
2 C 0.3992 0.0569 -0.4202  -0.382
3 N -2.5666 0.4423 0.1108  -0.726
4 Si 2.5315 0.6765 -0.0827  0.548
5 Si 0.3054 -1.8153 -0.0166  0.501
6 H -0.5958 1.9224 -0.1555  0.384
7 H -0.2517 0.9632 1.3663  0.361
8 H 0.3500 0.1500 -1.5632  0.420
9 H -3.3716 1.0704 0.2284  0.260
10 H -2.8393 -0.5505 0.5134  0.273
11 H -2.3896 0.3133 -0.8806  0.316
12 H 2.0711 0.5166 1.1808  -0.058
13 H 3.1205 -0.3943 -0.8574  -0.014
14 H 3.1225 2.0515 -0.3762  -0.030
15 H -1.1229 -2.0606 -0.1515  -0.141
16 H 0.8019 -2.0798 1.3256  -0.060
17 H 1.1381 -2.4816 -0.9768  -0.084

Summary:
Net charge: +1
Energy, hartree: -716.75593
LUMO, hartree: -0.1757

Below is a 2-piece molecular cluster, C2H12O2Si3 overall at a distorted geometry, with properties calculated with wB97M-V/def2-TZVPD.

Each line ends with the Mulliken charge.
CARTESIAN COORDINATES (ANGSTROEM)
1 C 2.1388 -0.6316 1.4574  -0.977
2 C -1.0383 -1.8985 1.0310  -1.078
3 O 2.0413 1.1683 -1.2826  -0.359
4 O 0.6748 1.5834 -1.3942  -0.086
5 Si -2.1094 1.7898 -1.8857  0.292
6 Si 0.2101 -0.3759 1.1970  0.341
7 Si -0.4553 1.1000 -0.3736  0.384
8 H 2.1981 -1.0802 2.4865  0.327
9 H 2.4331 -1.3836 0.6782  0.341
10 H 2.5524 0.2809 1.2184  0.357
11 H -1.0373 -2.2214 0.0669  0.402
12 H -0.5761 -2.7276 1.6573  0.269
13 H -2.0433 -1.5629 1.2943  0.314
14 H 1.8077 0.2508 -1.2412  0.104
15 H -1.7268 3.1822 -2.5871  -0.054
16 H -3.0168 2.2614 -0.7964  -0.112
17 H -2.7957 1.0913 -2.8644  -0.123
18 H -0.2874 0.3443 2.3594  -0.238
19 H 1.0302 -1.1708 -1.0210  -0.105

Summary:
Energy, hartree: -1102.08043
LUMO (spin up / spin down), hartree: -0.0543 / -0.0543

Below is a 4-piece molecular cluster, C2H12O3S2 overall at a distorted geometry, with properties calculated with wB97M-V/def2-TZVPD.

Each line ends with the Mulliken charge.
CARTESIAN COORDINATES (ANGSTROEM)
1 C -2.2512 -1.3274 0.6284  -0.795
2 C -2.8752 -0.8570 -0.7257  -0.524
3 S -1.7071 0.3978 -1.5025  -0.056
4 S -1.8474 1.8878 -0.1385  -0.218
5 H -2.5356 -0.5922 1.3910  0.299
6 H -1.1784 -1.3214 0.6590  0.191
7 H -2.6135 -2.3813 1.0219  0.284
8 H -3.7439 -0.2577 -0.4016  0.291
9 H -3.0845 -1.7254 -1.3126  0.373
10 H -0.5902 2.0997 0.3031  0.151
11 O 3.9621 1.6582 -0.1617  -0.629
12 H 4.2179 2.3866 0.5099  0.317
13 H 3.2766 1.2907 0.4506  0.304
14 O 1.8298 -0.2867 -1.8263  -0.599
15 H 1.5759 0.4729 -2.3176  0.298
16 H 2.7569 -0.1473 -1.4792  0.312
17 O 1.7567 -0.0227 1.5346  -0.609
18 H 1.3920 -0.3717 2.3520  0.300
19 H 1.6591 -0.9030 1.0152  0.309

Summary:
Energy, hartree: -1105.45000
SMILES: CCSS.O.O.O
LUMO, hartree: 0.0124

Below is a 4-piece molecular cluster, C2H12O3S2 overall at a distorted geometry, with properties calculated with wB97M-V/def2-TZVPD.

Each line ends with the Mulliken charge.
CARTESIAN COORDINATES (ANGSTROEM)
1 C 2.5048 -0.9358 -0.2969  -0.640
2 S 1.5117 -1.5762 -1.7042  -0.082
3 S 0.5558 0.1856 -2.3807  -0.109
4 C 0.5904 1.4775 -1.0745  -0.463
5 H 3.0923 -1.8082 -0.0106  0.329
6 H 1.8464 -0.7237 0.5384  0.102
7 H 3.1218 -0.1787 -0.7596  0.309
8 H 1.1041 1.0716 -0.2111  0.139
9 H -0.4643 1.6281 -0.8456  0.147
10 H 0.9968 2.4138 -1.4419  0.305
11 O -0.0637 0.0354 2.4312  -0.587
12 H -0.4764 -0.5790 3.0548  0.291
13 H -0.4800 0.8602 2.6591  0.310
14 O -3.3137 1.4865 0.5887  -0.651
15 H -2.5603 0.8708 0.5676  0.344
16 H -4.1086 0.9824 0.8010  0.307
17 O -1.4308 -1.6934 -0.2723  -0.626
18 H -0.7213 -1.2106 -0.6987  0.315
19 H -1.7049 -2.3061 -0.9449  0.260

Summary:
Energy, hartree: -1105.46007
SMILES: CSSC.O.O.O
LUMO, hartree: 0.0175